14
Properties=species:S:1:pos:R:3:forces:R:3 method="wB97M-V/def2-TZVPD" charge=0 energy_ev=-9279.7697 orbital_gap_ev=10.63 lumo_ha=0.0243 homo_ev=-9.97 de_lowest_ev=0.141 spin_multiplicity=1 smiles="CNC(N)=O.O"
O 0.85389 -2.49629 0.84312 -0.22 0.29 -0.07
O -1.78678 0.20074 -0.64603 -0.15 -0.01 0.03
N 0.34425 0.53133 0.04974 0.08 0.02 0.25
N -0.14041 0.34436 -2.20782 -0.37 -0.13 -0.56
C -0.61641 0.37759 -0.91469 0.19 0.06 -0.22
C -0.04286 0.83138 1.41260 -0.05 -0.17 0.25
H -0.92543 0.24863 1.67607 -0.01 0.14 -0.13
H -0.26040 1.89545 1.55802 0.03 -0.15 0.05
H 0.75748 0.50830 2.07720 0.04 0.17 0.01
H 0.66504 0.86846 -2.49638 0.16 0.05 0.23
H -0.86568 0.28787 -2.91344 0.16 0.00 0.32
H 0.60697 -1.72530 0.30537 0.12 -0.21 0.18
H 1.30060 0.72432 -0.19230 -0.07 0.01 -0.26
H 0.10975 -2.59684 1.44853 0.10 -0.07 -0.08